(1)
# C3H9N3S

C3H9N3S in the gas phase (ωB97M-V/def2-TZVPD, the Open Molecules 2025 dataset).

Last column: natural (NBO) charge in e.
Element x y z (Å)
C1 2.408 -0.062 -0.340  -0.239
C2 1.225 0.928 -0.620  -0.244
C3 -1.539 -0.367 0.781  -0.056
H1 1.153 -1.233 0.532  0.342
H2 1.613 -1.824 -0.865  0.348
H3 2.920 0.286 0.572  0.174
H4 3.210 0.001 -1.091  0.199
H5 1.627 1.894 -0.924  0.209
H6 0.644 0.551 -1.502  0.194
H7 0.397 2.069 0.889  0.382
H8 0.075 -0.153 2.066  0.386
H9 -1.888 -1.082 1.536  0.191
N1 1.969 -1.401 -0.013  -0.813
N2 0.281 1.124 0.487  -0.499
N3 -0.338 0.118 1.181  -0.428
S1 -2.231 -0.148 -0.733  -0.148

For the frontier orbital gap, the calculation gives 9.0 eV. The net charge is 0. Its SMILES is NCCNNC=S. The spin multiplicity is 1.

(2)
# C3H9N3S

C3H9N3S in the gas phase (ωB97M-V/def2-TZVPD, the Open Molecules 2025 dataset).

Last column: natural (NBO) charge in e.
Element x y z (Å)
C1 -0.743 1.925 -0.177  -0.428
C2 0.321 -0.306 -0.032  0.580
C3 -0.934 -2.194 -0.108  -0.420
H1 -1.743 2.264 -0.464  0.213
H2 -0.137 2.268 -0.995  0.214
H3 -0.533 2.570 0.754  0.173
H4 -1.584 0.149 0.508  0.393
H5 1.516 1.444 0.113  0.394
H6 3.522 -0.160 1.080  0.083
H7 -0.941 -3.023 0.647  0.201
H8 -1.790 -1.494 0.178  0.142
H9 -1.127 -2.607 -1.111  0.204
N1 -0.818 0.512 -0.011  -0.650
N2 1.551 0.472 -0.066  -0.802
N3 0.368 -1.556 -0.148  -0.517
S1 3.071 -0.262 -0.168  0.220

For the frontier orbital gap, the calculation gives 9.3 eV. The net charge is 0. Its SMILES is C/N=C(\NC)NS. The spin multiplicity is 1.

(3)
# C3H9N4

A gas-phase ion, C3H9N4 (charge +1) (ωB97M-V/def2-TZVPD, the Open Molecules 2025 dataset).

Last column: natural (NBO) charge in e.
Element x y z (Å)
C1 -1.411 0.046 0.071  0.458
C2 -0.219 -0.877 0.380  -0.296
C3 2.129 -0.247 -0.213  -0.465
N1 -1.057 1.284 -0.208  -0.368
N2 0.923 0.123 0.466  -0.253
N3 -2.639 -0.406 -0.020  -0.749
N4 0.310 1.424 0.036  -0.214
H1 -0.211 -1.293 1.311  0.252
H2 -0.045 -1.420 -0.536  0.231
H3 3.060 0.233 0.169  0.245
H4 2.175 -1.308 0.039  0.246
H5 2.082 -0.234 -1.369  0.196
H6 -2.831 -1.416 -0.110  0.432
H7 -3.428 0.232 -0.030  0.438
H8 0.864 1.744 -0.745  0.417
H9 0.298 2.116 0.761  0.431

For the frontier orbital gap, the calculation gives 11.3 eV. The net charge is +1. Its SMILES is CN1CC(N)=N[NH2+]1. The spin multiplicity is 1.

(4)
# C3H9N4

2 unconnected molecules or ions with the total composition C3H9N4 (ωB97M-V/def2-TZVPD, the Open Molecules 2025 dataset).

Last column: natural (NBO) charge in e.
Element x y z (Å)
C1 -0.367 0.970 0.314  0.390
C2 3.175 -0.345 -0.709  0.041
C3 -3.335 -0.730 0.035  -0.023
N1 0.430 -0.005 -0.076  -0.703
N2 -1.678 0.827 0.261  -0.380
N3 2.734 -0.240 0.412  -0.663
N4 -2.110 -0.437 0.023  -0.279
H1 0.160 1.883 0.518  0.233
H2 4.296 -0.384 -0.875  0.179
H3 -3.750 -1.674 -0.367  0.225
H4 -4.168 -0.046 0.218  0.174
H5 -0.035 -0.745 -0.487  0.416
H6 -2.294 1.595 0.625  0.418
H7 1.219 -0.080 0.459  0.417
H8 3.194 -0.256 1.246  0.381
H9 2.530 -0.332 -1.596  0.173

For the frontier orbital gap, the calculation gives 9.8 eV. The net charge is +1. The spin multiplicity is 1.

(5)
# C3H9N4

2 unconnected molecules or ions with the total composition C3H9N4 (ωB97M-V/def2-TZVPD, the Open Molecules 2025 dataset).

Last column: natural (NBO) charge in e.
Element x y z (Å)
C1 -1.668 0.200 0.712  -0.146
C2 -1.737 -0.173 -0.597  -0.061
C3 -0.203 0.300 0.901  -0.055
N1 0.509 -0.412 -0.081  0.067
N2 0.189 -0.114 2.326  -0.820
N3 1.613 0.417 -1.525  -0.926
N4 -0.493 -0.681 -0.936  -0.287
H1 -2.309 0.593 1.451  0.273
H2 -2.630 -0.454 -1.210  0.269
H3 0.155 1.306 0.853  0.303
H4 0.997 0.309 2.840  0.415
H5 0.064 -1.126 2.405  0.385
H6 2.511 0.935 -1.459  0.404
H7 1.237 0.502 -2.443  0.377
H8 -0.199 -1.092 -1.800  0.423
H9 1.967 -0.511 -1.436  0.378

For the frontier orbital gap (spin up / spin down), the calculation gives 7.9 / 7.9 eV. The net charge is +1. The spin multiplicity is 1.

(6)
# C3H9N4

A gas-phase ion, C3H9N4 (charge +1) (ωB97M-V/def2-TZVPD, the Open Molecules 2025 dataset).

Last column: natural (NBO) charge in e.
Element x y z (Å)
C1 -0.076 -0.588 -0.715  0.502
C2 1.896 -0.832 0.247  -0.251
C3 1.191 0.517 0.870  -0.244
N1 1.018 -1.253 -0.824  -0.459
N2 -0.139 0.440 0.246  -0.279
N3 -1.103 -0.974 -1.594  -0.721
N4 -1.340 1.221 0.265  -0.678
H1 2.875 -0.463 -0.211  0.238
H2 2.088 -1.672 1.091  0.241
H3 1.197 0.394 1.951  0.229
H4 1.681 1.512 0.470  0.212
H5 -1.248 -0.272 -2.344  0.467
H6 -0.740 -1.942 -1.839  0.500
H7 -1.745 1.195 1.206  0.386
H8 -2.088 -1.098 -1.210  0.471
H9 -1.296 2.198 -0.118  0.386

For the frontier orbital gap, the calculation gives 9.4 eV. The net charge is +1. Its SMILES is NN1CCN=C1[NH3+]. The spin multiplicity is 1.

(7)
# C3H9N4

A gas-phase ion, C3H9N4 (charge +1) (ωB97M-V/def2-TZVPD, the Open Molecules 2025 dataset).

Last column: natural (NBO) charge in e.
Element x y z (Å)
C1 1.762 0.135 -0.026  0.618
C2 -1.753 0.614 0.320  0.241
C3 -2.989 -0.035 -0.095  -0.717
N1 0.591 0.751 -0.016  -0.439
N2 1.950 -1.153 -0.162  -0.796
N3 2.871 0.929 0.099  -0.755
N4 -0.622 0.186 -0.144  -0.229
H1 -1.661 1.140 1.209  0.223
H2 -3.003 -1.012 0.460  0.275
H3 -3.030 -0.338 -1.215  0.249
H4 -3.913 0.478 -0.119  0.280
H5 2.836 -1.552 -0.111  0.407
H6 3.689 0.364 0.480  0.395
H7 2.790 1.807 0.507  0.420
H8 1.285 -2.030 -0.189  0.439
H9 -0.802 -0.283 -0.997  0.387

For the frontier orbital gap, the calculation gives 9.2 eV. The net charge is +1. Its SMILES is C/C=[NH+]/N=C(N)N. The spin multiplicity is 1.

(8)
# C3H9N4

2 unconnected molecules or ions with the total composition C3H9N4 (ωB97M-V/def2-TZVPD, the Open Molecules 2025 dataset).

Last column: natural (NBO) charge in e.
Element x y z (Å)
C1 1.838 0.232 -0.372  0.075
C2 0.363 1.049 -2.087  0.353
C3 -0.696 -0.993 2.022  -0.437
N1 1.369 0.801 -1.442  -0.372
N2 1.186 -0.232 0.683  -0.173
N3 -1.404 0.478 -1.288  -0.940
N4 -0.092 -0.408 0.796  -0.298
H1 2.852 0.101 -0.282  0.211
H2 0.141 1.266 -3.120  0.242
H3 -0.031 -1.117 2.971  0.215
H4 -1.327 -0.146 2.297  0.233
H5 -1.161 -1.808 1.676  0.223
H6 1.820 -0.597 1.546  0.431
H7 -1.990 0.223 -2.039  0.401
H8 -1.876 1.311 -0.939  0.397
H9 -0.993 -0.160 -0.422  0.440

For the frontier orbital gap (spin up / spin down), the calculation gives 7.9 / 8.0 eV. The net charge is +1. The spin multiplicity is 1.

(9)
# C3H9N4S

2 unconnected molecules or ions with the total composition C3H9N4S (ωB97M-V/def2-TZVPD, the Open Molecules 2025 dataset).

Last column: natural (NBO) charge in e.
Element x y z (Å)
C1 0.355 0.599 0.236  0.542
C2 1.725 1.050 0.128  -0.476
C3 2.386 -0.312 -0.321  -0.526
N1 -2.326 -1.498 0.055  -0.305
N2 -2.943 -0.406 0.027  -0.280
N3 0.135 -0.652 0.609  -0.686
N4 -0.747 1.331 0.021  -0.744
S1 1.528 -1.681 0.605  0.439
H1 1.864 1.760 -0.560  0.253
H2 1.977 1.477 1.123  0.273
H3 2.061 -0.554 -1.378  0.234
H4 3.466 -0.616 -0.324  0.276
H5 -2.747 -2.173 -0.595  0.343
H6 -3.695 -0.421 -0.652  0.337
H7 -0.762 -1.225 0.739  0.466
H8 -0.697 2.326 -0.198  0.424
H9 -1.582 0.995 0.482  0.432

For the frontier orbital gap, the calculation gives 8.5 eV. The net charge is +1. The spin multiplicity is 1.

(10)
# C3H9N5

C3H9N5 in the gas phase (ωB97M-V/def2-TZVPD, the Open Molecules 2025 dataset).

Last column: natural (NBO) charge in e.
Element x y z (Å)
C1 -0.057 -2.059 -0.928  -0.432
N1 -0.561 1.155 -0.611  -0.459
C2 0.796 0.831 -0.336  0.294
C3 0.127 -0.287 0.648  0.449
N2 -1.386 1.961 0.205  -0.633
N3 0.016 0.168 1.957  -0.833
N4 0.070 -1.528 0.399  -0.520
N5 1.609 0.758 -1.307  -0.652
H1 -0.711 1.392 -1.590  0.375
H2 -1.974 1.340 0.760  0.359
H3 -0.803 2.494 0.857  0.347
H4 0.705 0.858 2.223  0.375
H5 -0.009 -0.595 2.617  0.393
H6 2.443 0.225 -1.065  0.355
H7 0.577 -2.964 -0.998  0.200
H8 0.251 -1.382 -1.726  0.180
H9 -1.093 -2.365 -1.104  0.200

For the frontier orbital gap, the calculation gives 8.9 eV. The net charge is 0. Its SMILES is [H]/N=C(NN)\C(N)=N/C. The spin multiplicity is 1.

(11)
# C3H9N5

C3H9N5 in the gas phase (ωB97M-V/def2-TZVPD, the Open Molecules 2025 dataset).

Last column: natural (NBO) charge in e.
Element x y z (Å)
C1 -0.624 -1.209 -0.175  -0.464
C2 0.252 0.705 -1.213  0.358
C3 0.988 0.911 0.996  0.556
H1 0.337 -1.577 0.198  0.227
H2 -0.949 -0.417 0.717  0.207
H3 -1.459 -2.017 -0.273  0.220
H4 -2.349 -0.948 -2.664  0.379
H5 -2.634 0.433 -1.695  0.375
H6 0.193 1.210 -2.145  0.185
H7 2.227 0.275 2.748  0.407
H8 2.764 -0.726 1.147  0.407
H9 0.299 1.179 2.738  0.315
N1 -0.494 -0.521 -1.406  -0.266
N2 -1.811 -0.117 -2.147  -0.735
N3 1.117 1.145 -0.308  -0.507
N4 1.971 -0.002 1.745  -0.945
N5 0.172 1.675 1.737  -0.719

For the frontier orbital gap, the calculation gives 9.1 eV. The net charge is 0. Its SMILES is [H]/N=C(N)/N=C\N(C)N. The spin multiplicity is 1.

(12)
# C3H9N5

2 unconnected molecules or ions with the total composition C3H9N5 (ωB97M-V/def2-TZVPD, the Open Molecules 2025 dataset).

Last column: natural (NBO) charge in e.
Element x y z (Å)
C1 -1.806 0.239 -0.540  0.190
C2 1.210 1.234 0.145  -0.119
C3 0.917 -1.209 0.232  -0.084
N1 -1.190 1.290 -0.120  -0.037
N2 -1.529 -1.064 -0.357  -0.179
N3 1.177 -0.046 -0.510  -0.628
N4 -0.176 1.757 0.279  0.017
N5 -0.538 -1.550 0.375  -0.328
H1 -2.702 0.441 -1.101  0.280
H2 1.493 1.182 1.236  0.262
H3 1.834 1.964 -0.407  0.292
H4 1.321 -2.065 -0.496  0.272
H5 1.181 -1.358 1.314  0.251
H6 -2.300 -1.709 -0.578  0.476
H7 1.683 -0.145 -1.318  0.436
H8 0.032 3.523 1.047  0.449
H9 -0.607 -2.484 0.797  0.448

For the frontier orbital gap (spin up / spin down), the calculation gives 6.7 / 7.5 eV. The net charge is +2. The spin multiplicity is 1.

(13)
# C3H9N5O2

A gas-phase ion, C3H9N5O2 (charge +2) (ωB97M-V/def2-TZVPD, the Open Molecules 2025 dataset).

Last column: natural (NBO) charge in e.
Element x y z (Å)
C1 0.967 -0.497 0.841  0.509
C2 -0.579 0.515 -1.250  0.607
C3 -0.353 -0.649 0.139  -0.193
N1 1.876 -1.422 0.640  -0.675
N2 -0.416 0.017 -2.432  -0.711
N3 1.161 0.516 1.645  -0.683
N4 -0.869 1.725 -0.912  -0.718
N5 -1.524 -0.342 1.054  0.542
O1 -2.307 -1.206 1.224  -0.198
O2 -1.508 0.783 1.498  -0.405
H1 -0.489 -1.643 -0.293  0.278
H2 1.728 -2.237 0.060  0.448
H3 2.759 -1.397 1.140  0.452
H4 -0.197 -0.954 -2.617  0.454
H5 -0.558 0.595 -3.260  0.458
H6 0.410 1.162 1.889  0.461
H7 2.016 0.606 2.185  0.450
H8 -1.093 1.974 0.057  0.467
H9 -1.023 2.454 -1.608  0.457

For the frontier orbital gap, the calculation gives 11.1 eV. The net charge is +2. Its SMILES is NC(=[NH2+])C(C(N)=[NH2+])[N+](=O)[O-]. The spin multiplicity is 1.

(14)
# C3H9NO

2 unconnected molecules or ions with the total composition C3H9NO (ωB97M-V/def2-TZVPD, the Open Molecules 2025 dataset).

Last column: natural (NBO) charge in e.
Element x y z (Å)
N1 -1.468 -0.066 -0.756  -0.955
C1 -1.414 0.544 0.612  -0.377
C2 0.371 -0.393 2.193  -0.685
C3 -0.078 0.559 1.253  -0.379
H1 -1.728 -1.043 -0.712  0.332
H2 -2.053 0.433 -1.423  0.324
H3 -2.114 -0.003 1.259  0.152
H4 -1.784 1.569 0.530  0.153
H5 1.069 -0.021 2.936  0.153
H6 0.157 -1.443 2.101  0.159
H7 0.628 1.349 0.971  0.151
H8 2.318 -0.522 -2.358  0.483
H9 2.984 -0.682 -3.734  0.453
O1 3.110 -0.280 -2.872  -0.964

For the frontier orbital gap (spin up / spin down), the calculation gives 2.9 / 6.5 eV. The net charge is -1. The spin multiplicity is 2.

(15)
# C3H9NO

2 unconnected molecules or ions with the total composition C3H9NO (ωB97M-V/def2-TZVPD, the Open Molecules 2025 dataset).

Last column: natural (NBO) charge in e.
Element x y z (Å)
C1 3.832 -4.144 1.545  -0.425
N1 4.044 -4.119 2.993  -0.841
H1 2.981 -3.511 1.309  0.198
H2 3.406 -5.085 1.160  0.189
H3 4.693 -3.743 1.009  0.176
H4 5.023 -4.244 3.235  0.348
H5 3.766 -3.214 3.356  0.355
O1 -3.769 2.295 -1.220  -0.805
C2 -4.328 3.307 -1.757  0.020
C3 -3.703 4.505 -2.349  -0.693
H6 -5.461 3.338 -1.767  0.022
H7 -4.396 5.287 -2.648  0.178
H8 -3.109 4.346 -3.255  0.147
H9 -2.978 4.983 -1.610  0.131

For the frontier orbital gap (spin up / spin down), the calculation gives 1.6 / 5.2 eV. The net charge is -1. The spin multiplicity is 2.

Relative energy (zero: lowest compared OMol25 entry of this formula, charge and spin) for the records above, in order: 2.0868 1.4886 3.1311 3.8090 5.1091 3.2600 2.5250 5.6377 2.3555 3.9865 5.5967 8.5396 0.0000 1.2334 0.6382 eV
Energy for the records above, in order: -18560.593 -18561.191 -9208.490 -9207.812 -9206.512 -9208.361 -9209.096 -9205.984 -20044.014 -10704.062 -10702.451 -10681.455 -14782.703 -6791.713 -6792.308 eV